42
Properties=species:S:1:pos:R:3:forces:R:3 method="wB97M-V/def2-TZVPD" lumo_ev="-1.49 / -1.19" relative_energy_kj_mol=3030.0 gap_ev="5.36 / 5.72"
Ga 0.426742 -0.123686 -2.668644 0.83 0.45 -0.57
C -4.262744 -0.640853 1.987879 -0.49 0.53 -0.14
C -3.667236 0.656198 1.542811 2.88 -0.20 0.53
S -1.947391 0.964941 1.926098 -3.03 0.91 0.35
C -3.292352 1.314080 0.385649 0.45 -1.65 -0.83
C -2.986851 0.162630 -1.040423 -2.35 4.15 2.69
S -0.735130 -0.405392 0.458106 4.56 5.89 3.09
H -5.316260 -0.697382 1.714558 -0.03 -0.02 0.06
H -4.141508 -0.786053 3.058104 -0.08 0.06 0.03
H -3.747609 -1.461255 1.480353 -0.03 -0.13 0.03
H -3.698951 0.384193 -1.811030 0.66 -0.33 -0.82
H -2.792186 -1.425225 0.133765 -0.53 -0.84 1.05
H -1.070449 -0.473803 -1.758966 0.27 0.40 -0.47
Cl -0.230026 -5.868869 -1.471699 -0.12 0.00 0.07
C -0.397936 -4.175418 -1.111962 0.89 -0.41 0.66
C 0.732055 -3.578477 -0.411970 -0.20 -0.26 -0.88
Cl 2.169072 -4.603057 -0.461569 0.15 -0.05 0.02
C 1.055999 -2.307076 0.103887 -0.56 0.26 0.14
Cl 2.589332 -1.638643 -0.387727 -0.11 -0.32 0.48
C 0.399064 -1.477830 1.160945 0.68 -0.20 -1.14
O 0.697807 0.219403 0.842741 1.11 -2.24 1.56
C -1.920805 -2.300178 -1.400306 -0.02 -1.99 -1.36
Cl -1.942539 -0.923241 -0.772490 -5.36 -5.80 -5.25
C -1.577782 -3.599159 -1.633735 0.10 1.56 1.25
Cl -2.767163 -4.577392 -2.430004 -0.05 -0.15 -0.31
C 1.645444 3.245970 2.368523 -0.07 -0.07 0.01
C 1.817276 2.711884 0.988304 0.13 0.24 0.02
C 2.963734 2.126696 0.530166 0.11 -0.01 -0.11
C 2.968361 1.590124 -0.767202 -0.16 0.15 0.11
N 1.897077 1.653326 -1.544942 -0.07 0.06 0.01
C 0.780201 2.286708 -1.118671 0.29 -0.08 0.00
S -0.578599 2.370088 -2.091224 -0.05 -0.14 -0.11
N 0.774927 2.819904 0.140642 0.01 0.02 -0.10
C 4.183453 0.933028 -1.332317 0.02 -0.02 0.01
H 2.593502 3.608570 2.757964 0.00 0.00 0.00
H 1.293063 2.440250 3.016281 -0.02 -0.02 -0.02
H 0.911436 4.050257 2.397577 0.01 0.02 0.00
H 3.831904 2.050968 1.167256 -0.01 0.01 0.01
H -0.105084 3.207861 0.459164 -0.03 -0.02 0.01
H 5.087810 1.431441 -0.987288 0.02 0.01 -0.02
H 4.136129 0.941215 -2.418138 0.03 0.01 -0.01
H 4.224208 -0.106745 -1.000486 0.18 0.24 -0.04